1.
A molecular structure, C30H28F3N3O4RuS2, computed with the ωB97M-V functional and the def2-TZVPD basis.

Geometry as XYZ:
```
71
Properties=species:S:1:pos:R:3:lowdin_spin:R:1
Ru 0.58756 0.68655 -0.10104 2.320
O -0.18671 -0.85629 -1.13676 0.076
S -0.27106 -2.27187 -0.64084 0.017
C -1.89403 -2.40889 0.15534 0.112
C -2.12419 -3.43453 1.08068 0.291
C -3.36604 -3.54821 1.70899 0.054
C -4.37998 -2.63534 1.42122 0.083
C -4.15372 -1.60495 0.50980 0.253
C -2.91283 -1.48882 -0.11871 0.036
C -0.76156 -3.26253 -2.07975 0.019
C -1.17369 -2.64976 -3.26911 0.002
C -1.53627 -3.42453 -4.37227 0.007
C -1.48156 -4.81538 -4.29586 0.011
C -1.06047 -5.43351 -3.11921 0.000
C -0.69711 -4.66029 -2.01453 0.014
H -1.34142 -4.14867 1.32199 0.007
H -3.54267 -4.34644 2.42561 -0.001
H -5.34647 -2.72326 1.91143 0.001
H -4.94129 -0.88883 0.28973 0.009
H -2.74301 -0.67701 -0.82288 0.001
H -1.21418 -1.56491 -3.34192 0.000
H -1.85837 -2.94111 -5.29106 0.000
H -1.76364 -5.41748 -5.15605 0.000
H -1.01329 -6.51814 -3.06359 0.000
H -0.36421 -5.15799 -1.10781 0.000
O 0.20849 -2.12812 1.67268 0.048
C -0.43191 -1.17681 2.10967 0.018
N -0.47653 0.07225 1.60951 0.040
S -1.43993 0.99880 2.49317 0.009
O -0.78740 2.01865 3.30721 0.001
O -2.70900 1.37952 1.88231 0.014
C -1.91058 -0.20264 3.66676 0.002
C -2.75293 -0.08779 4.75124 0.022
C -2.94160 -1.23713 5.52118 0.006
C -2.29067 -2.44235 5.18400 0.009
C -1.44196 -2.51259 4.07086 0.022
C -1.26490 -1.36554 3.31750 0.011
H -3.23472 0.85561 4.97785 0.001
H -3.59601 -1.20148 6.38781 0.000
H -2.44854 -3.32767 5.79398 0.000
H -0.93344 -3.43007 3.79657 0.000
F 2.39460 6.71633 3.15452 0.000
C 3.11178 5.56039 3.22173 0.000
F 3.22852 5.26983 4.54670 0.000
F 4.36640 5.87408 2.79595 0.000
C 2.50499 4.42920 2.43692 0.002
C 3.13046 3.17722 2.41136 0.001
C 2.54525 2.15812 1.67924 0.017
N 1.39817 2.30182 0.98330 0.023
C 0.80791 3.51486 1.01837 0.019
C 1.31486 4.59541 1.72080 0.001
H 4.05592 2.99887 2.95121 0.000
H 2.99567 1.17043 1.63108 0.008
H -0.11335 3.59798 0.44816 0.018
H 0.78946 5.54589 1.70723 0.000
C 3.99308 3.11594 -3.54775 0.001
C 2.97837 2.03012 -3.93114 0.004
C 3.71815 0.81687 -4.51131 0.001
C 2.00169 2.58516 -4.97692 0.004
C 2.22483 1.61563 -2.72726 0.041
N 1.63377 1.29053 -1.78285 0.022
H 4.56951 3.44596 -4.41936 0.000
H 4.70312 2.75091 -2.79600 0.000
H 3.49462 3.99590 -3.12382 0.000
H 4.28778 1.09037 -5.40657 0.000
H 3.01911 0.01944 -4.79040 0.000
H 4.42117 0.39317 -3.78413 0.000
H 2.52917 2.90213 -5.88365 0.001
H 1.45236 3.45160 -4.58947 0.000
H 1.25888 1.83282 -5.26791 0.000
H -0.82439 1.73259 -0.60373 0.324
```

Calculated values
Multiplicity: 5
Total charge: +2
Orbital gap (spin up / spin down) in eV: 6.913 / 4.133
⟨S²⟩: 6.028
E in a.u.: -2815.35251
M in g/mol: 716.8

2.
2 unconnected molecules or ions with the total composition ClHNO2P, computed with the ωB97M-V functional and the def2-TZVPD basis.

Geometry as XYZ:
```
6
Properties=species:S:1:pos:R:3:mulliken_charge:R:1
O -0.19855 -1.00825 -0.72138 -0.367
P -0.08994 -0.00353 -1.84087 0.554
Cl 1.40639 1.23462 -1.12207 -0.160
N -0.04808 -0.01290 1.06998 0.058
O -0.88699 0.81022 1.01746 -0.271
H -0.18283 -1.02016 1.59688 0.187
```

Calculated values
Relative energy (zero: lowest compared OMol25 entry of this formula, charge and spin) in eV: 0.9272
Orbital gap (spin up / spin down) in eV: 6.856 / 6.854
E in a.u.: -1007.28008
M in g/mol: 113.4

3.
A molecular structure, C31H21Br2Cl5N11OPYb, computed with the ωB97M-V functional and the def2-TZVPD basis.

Geometry as XYZ:
```
73
Properties=species:S:1:pos:R:3:lowdin_spin:R:1
Yb -17.19693 4.86176 10.30722 0.991
C -12.49549 8.24218 9.21464 0.000
N -13.76714 7.63768 8.87372 0.000
C -14.38973 7.62540 7.62376 0.000
C -15.58747 7.05342 7.82833 0.000
N -15.62753 6.56055 9.12779 -0.001
C -14.53054 6.94583 9.73207 0.000
P -14.30341 6.82351 11.53844 0.000
C -15.94437 7.30592 12.25723 0.000
N -16.85551 6.36036 12.39594 -0.001
C -17.70210 6.81244 13.41768 0.000
C -17.24069 8.00838 13.89024 0.000
N -16.10730 8.31120 13.15476 0.000
C -15.45574 9.63517 13.17866 0.000
C -14.33097 5.01225 12.04817 0.000
N -15.24410 4.08487 11.71892 0.000
C -14.76333 2.86115 12.18072 0.000
C -13.50403 3.06094 12.64394 0.000
N -13.25281 4.42959 12.63081 0.000
C -12.04300 5.17592 12.96385 0.000
H -12.36621 9.17662 8.70071 0.000
H -11.63350 7.61870 8.93198 0.000
H -12.54044 8.49939 10.26286 0.000
H -13.99014 8.11667 6.75683 0.000
H -16.42914 6.89964 7.19634 0.000
H -18.46756 6.19722 13.86425 0.000
H -17.64873 8.62343 14.65821 0.000
H -14.67485 9.68973 13.92774 0.000
H -16.23451 10.40633 13.28077 0.000
H -14.93157 9.74427 12.23073 0.000
H -15.29423 1.92511 11.95672 0.000
H -12.79963 2.36464 13.06347 0.000
H -11.49255 4.54401 13.65547 0.000
H -12.28817 6.16763 13.40661 0.000
H -11.43229 5.33814 12.03780 0.000
Cl -18.56388 4.19549 8.00687 0.000
C -17.31837 2.95018 8.00740 0.001
C -16.21694 3.05146 8.81409 0.003
C -15.04087 2.21604 8.62563 0.000
Cl -13.53545 2.38394 9.54813 0.000
C -15.08079 1.06106 7.78573 0.000
Cl -13.69483 0.06202 7.49107 0.000
C -16.30313 0.91858 7.04970 0.000
Cl -16.37973 -0.23467 5.77769 0.000
C -17.41526 1.84039 7.15374 0.000
Cl -18.96306 1.33085 6.57097 0.000
Br -21.73986 0.00588 13.49644 0.000
C -20.58211 1.12440 12.52265 0.000
C -19.27988 0.66406 12.19396 0.000
C -18.37588 1.55958 11.59993 0.000
N -18.67186 2.87966 11.44363 0.000
C -19.87658 3.33470 11.82848 0.000
C -20.84854 2.44471 12.29337 0.000
C -20.14965 4.77677 11.80158 0.000
C -20.95830 5.34568 12.84891 0.002
C -21.33276 6.74204 12.59190 0.000
Br -23.04514 7.09042 13.45707 0.000
C -21.16409 7.29894 11.15570 0.000
C -20.28009 6.48424 10.22007 0.000
N -19.51790 5.48698 10.86436 0.003
H -18.96690 -0.34814 12.31396 0.000
H -17.42381 1.26856 11.15571 0.000
H -21.77018 2.87915 12.58447 0.000
H -21.18377 4.88773 13.78961 0.000
H -22.16235 7.62020 10.73405 0.000
H -20.88081 6.06815 9.36504 0.000
O -19.27489 7.27866 9.59801 0.000
N -19.33945 8.66447 9.71990 0.000
C -19.51678 9.15930 10.94242 0.000
C -20.34164 8.37633 11.80469 0.000
N -20.28088 7.93493 13.05228 0.000
C -18.81553 10.31229 11.38257 0.000
N -18.14601 11.21442 11.68918 0.000
```

Calculated values
Multiplicity: 2
Relative energy (zero: lowest compared OMol25 entry of this formula, charge and spin) in eV: 2.2194
Total charge: +1
Orbital gap (spin up / spin down) in eV: 6.320 / 6.311
⟨S²⟩: 0.751
E in a.u.: -10820.17866
M in g/mol: 1104.7

4.
A molecular structure, C26H18IrN2O6S3, computed with the ωB97M-V functional and the def2-TZVPD basis.

Geometry as XYZ:
```
56
Properties=species:S:1:pos:R:3:lowdin_spin:R:1
Ir -0.43853 -0.01339 0.09204 0.488
S -1.07342 2.02377 1.79340 0.309
C -2.42233 2.06994 0.75769 0.039
C -3.59758 2.82734 0.87492 0.009
C -4.58806 2.64204 -0.05860 -0.003
C -4.41757 1.70262 -1.08186 0.004
C -3.24185 0.99546 -1.13689 0.010
N -2.26026 1.21146 -0.25327 0.128
H -3.70296 3.52120 1.69565 0.004
H -5.50629 3.21114 0.00642 0.000
H -5.18954 1.51467 -1.81290 0.001
H -3.07164 0.23138 -1.88333 0.000
O -0.09027 -2.17081 -0.29310 -0.012
S -1.41647 -2.68202 0.17421 0.000
O -2.02619 -3.60884 -0.73154 -0.003
O -2.20106 -1.46079 0.43548 0.004
C -1.14628 -3.55688 1.69388 0.000
C -1.87117 -4.73043 1.84400 0.000
C -1.75127 -5.48124 3.00363 0.000
C -0.90283 -5.05629 4.01119 0.000
C -0.17853 -3.88206 3.86052 0.000
C -0.29105 -3.12599 2.70478 0.000
S 0.73447 -1.66020 2.62656 0.002
O 1.00385 -1.30919 3.99124 0.000
O 1.85274 -1.94549 1.77514 0.001
O -0.17936 -0.60313 2.04200 0.023
H -2.51969 -5.05003 1.04155 0.000
H -2.32047 -6.39464 3.11197 0.000
H -0.80147 -5.63369 4.92041 0.000
H 0.47692 -3.52876 4.64328 0.000
C 3.09109 2.23587 1.11934 -0.001
C 3.22522 3.08646 0.02214 0.001
C 2.34897 2.97524 -1.03457 -0.001
C 1.32743 2.01954 -0.98433 -0.001
C 1.16064 1.20308 0.13569 -0.007
C 2.07292 1.30302 1.18554 0.002
C 0.46223 1.69100 -2.09258 -0.001
C 0.41905 2.44907 -3.28457 0.000
C -0.35972 2.04091 -4.31442 -0.001
C -1.04957 0.81011 -4.22172 0.000
C -1.80877 0.31115 -5.29875 0.000
C -2.42807 -0.90603 -5.21422 0.000
C -2.28016 -1.67098 -4.04891 0.000
C -1.55722 -1.20269 -2.98118 0.000
C -0.94902 0.06344 -3.02558 0.000
N -0.26682 0.57749 -1.93146 0.006
H 3.79288 2.30732 1.94030 0.000
H 4.02407 3.81466 -0.00608 0.000
H 2.47461 3.60610 -1.90406 0.000
H 1.98139 0.67468 2.05851 0.000
H 0.99007 3.36252 -3.33968 0.000
H -0.44279 2.62797 -5.22051 0.000
H -1.87913 0.91063 -6.19780 0.000
H -3.00850 -1.28715 -6.04300 0.000
H -2.72959 -2.65282 -3.98410 0.000
H -1.41858 -1.82483 -2.12460 0.000
```

Calculated values
Multiplicity: 2
Relative energy (zero: lowest compared OMol25 entry of this formula, charge and spin) in eV: 1.8037
Orbital gap (spin up / spin down) in eV: 6.967 / 6.600
⟨S²⟩: 0.790
E in a.u.: -2861.42274
M in g/mol: 742.9

5.
A molecular structure, C23H31As2N3O5Ru, computed with the ωB97M-V functional and the def2-TZVPD basis.

Geometry as XYZ:
```
65
Properties=species:S:1:pos:R:3:lowdin_spin:R:1
Ru -0.27710 0.40173 -0.53378 0.919
O -1.53360 2.21578 5.36627 -0.001
C -1.21651 1.63655 4.21195 -0.002
C -2.03377 0.70784 3.55740 0.003
C -1.63456 0.24184 2.32262 0.008
N -0.52231 0.65366 1.72965 0.086
C 0.31809 1.44543 2.38511 0.007
C 0.01135 1.97394 3.61942 0.003
C 1.67131 1.69230 1.64568 0.002
O 2.49576 2.39423 2.18951 0.005
O 1.73198 1.13211 0.52007 0.009
C -2.44479 -0.79885 1.51515 0.002
O -3.46852 -1.24573 1.98595 0.006
O -1.92228 -1.05311 0.39225 0.013
H -2.38417 1.91760 5.71757 0.000
H -2.95450 0.33594 3.98104 0.001
H 0.69775 2.63074 4.12601 0.001
C -4.20697 0.02605 -1.26348 0.000
As -2.43135 -0.09950 -2.09105 -0.013
C -3.02603 0.28802 -3.95689 -0.007
C -2.14752 -2.03134 -2.26756 -0.003
C -3.25604 -2.82366 -2.54485 -0.001
C -3.14138 -4.19736 -2.66078 -0.001
C -1.90526 -4.79935 -2.50484 0.000
C -0.79440 -4.02545 -2.22051 0.000
C -0.90236 -2.64291 -2.09466 -0.001
As 0.68324 -1.59510 -1.61251 -0.011
C 1.64528 -1.56071 -3.33514 0.006
C 1.88722 -2.82875 -0.69336 -0.009
H -4.99804 -0.15927 -1.99403 0.000
H -4.33571 1.03445 -0.85728 0.000
H -4.28005 -0.68541 -0.44178 0.000
H -3.79274 -0.42799 -4.25828 -0.001
H -2.18841 0.23158 -4.65147 0.000
H -3.45511 1.29094 -4.00442 0.000
H -4.23175 -2.36413 -2.65728 0.000
H -4.01367 -4.79942 -2.86574 0.000
H -1.80476 -5.87115 -2.57835 0.000
H 0.17242 -4.50322 -2.09516 0.000
H 1.80548 -2.58732 -3.67488 0.001
H 2.61549 -1.07935 -3.19017 0.000
H 1.08327 -1.01684 -4.09600 0.000
H 2.16480 -3.66406 -1.34133 -0.001
H 1.43932 -3.20109 0.22811 0.000
H 2.78778 -2.25860 -0.44411 0.000
C -0.17432 3.55092 -0.61259 0.003
C 0.16354 4.97684 -1.15650 0.000
N 0.75368 4.82234 -2.46086 0.000
C 1.91273 3.96759 -2.38933 -0.002
C 1.42225 2.52145 -2.09339 0.000
N 0.01713 2.57487 -1.68186 -0.020
C -0.78453 2.96069 -2.83664 -0.001
C -0.20658 4.29733 -3.39763 -0.002
H -1.21314 3.50561 -0.26631 0.001
H 0.49000 3.30345 0.21571 0.000
H 0.87226 5.48485 -0.49876 0.000
H -0.73203 5.59524 -1.24364 0.000
H 2.57125 4.32139 -1.59546 0.000
H 2.45387 4.01327 -3.33593 0.000
H 2.02467 2.06794 -1.30207 0.000
H 1.48016 1.89461 -2.98899 0.001
H -1.82843 3.07455 -2.52511 0.000
H -0.73835 2.16611 -3.58844 0.000
H -0.99919 5.03040 -3.54184 0.000
H 0.29600 4.13959 -4.35185 0.000
```

Calculated values
Multiplicity: 2
Relative energy (zero: lowest compared OMol25 entry of this formula, charge and spin) in eV: 2.7132
Total charge: +1
Orbital gap (spin up / spin down) in eV: 6.029 / 6.401
⟨S²⟩: 0.779
E in a.u.: -6001.66823
M in g/mol: 680.4

6.
C6H4O in the gas phase, computed with the ωB97M-V functional and the def2-TZVPD basis.

Geometry as XYZ:
```
11
Properties=species:S:1:pos:R:3:mulliken_charge:R:1
C 3.26881 -0.54650 -0.32002 -0.623
C 2.05966 -0.51919 0.03245 -0.296
C 0.66407 -0.33708 0.16806 0.784
C -0.03560 0.85286 0.45448 -0.502
C -1.40629 0.60936 0.13133 -0.474
C -1.46677 -0.68935 -0.24472 -0.263
O -0.23841 -1.26566 -0.26755 -0.276
H 1.13205 0.56762 -0.58255 0.247
H 0.41925 1.72078 0.91297 0.560
H -2.22840 1.30695 0.19414 0.404
H -2.29042 -1.34321 -0.49523 0.440
```

Calculated values
Relative energy (zero: lowest compared OMol25 entry of this formula, charge and spin) in eV: 5.5017
Orbital gap (spin up / spin down) in eV: 8.252 / 8.252
E in a.u.: -306.00935
M in g/mol: 92.1